[1]
{
  "formula": "C18H25N3O3",
  "method": "ωB97M-V with the def2-TZVPD basis set",
  "homo_energy_ev": -8.471,
  "smiles": "C[C@@H]1CCCCN1CCNC(=O)CN1C(=O)COc2ccccc21",
  "relative_energy_kj_mol": 119.4,
  "largest_force_ha_per_bohr": 0.011,
  "lumo_energy_ev": 0.8,
  "symbols": ["C", "C", "C", "C", "C", "C", "N", "C", "C", "N", "C", "O", "C", "N", "C", "O", "C", "O", "C", "C", "C", "C", "C", "C", "H", "H", "H", "H", "H", "H", "H", "H", "H", "H", "H", "H", "H", "H", "H", "H", "H", "H", "H", "H", "H", "H", "H", "H", "H"],
  "coordinates": [[0.753, 5.288, -0.065], [1.032, 3.935, 0.609], [2.534, 3.627, 0.657], [3.084, 3.295, -0.726], [2.281, 2.139, -1.308], [0.795, 2.490, -1.330], [0.351, 2.793, 0.015], [-1.081, 2.749, 0.230], [-1.382, 2.152, 1.612], [-0.719, 0.878, 1.745], [-1.372, -0.268, 1.974], [-2.562, -0.355, 2.204], [-0.454, -1.500, 1.920], [-0.044, -1.791, 0.558], [1.120, -1.272, 0.109], [1.806, -0.518, 0.777], [1.498, -1.661, -1.311], [1.056, -2.938, -1.706], [-0.249, -3.199, -1.385], [-0.971, -4.088, -2.166], [-2.292, -4.363, -1.857], [-2.898, -3.732, -0.784], [-2.180, -2.857, 0.013], [-0.843, -2.604, -0.267], [-0.313, 5.502, -0.075], [1.115, 5.309, -1.089], [1.252, 6.077, 0.491], [0.673, 4.008, 1.643], [3.065, 4.478, 1.087], [2.686, 2.763, 1.305], [4.137, 3.018, -0.647], [3.019, 4.165, -1.382], [2.618, 1.904, -2.320], [2.422, 1.259, -0.678], [0.224, 1.628, -1.689], [0.616, 3.319, -2.036], [-1.525, 2.097, -0.527], [-1.569, 3.731, 0.150], [-2.454, 1.987, 1.736], [-1.034, 2.825, 2.401], [0.260, 0.870, 1.485], [0.453, -1.300, 2.496], [-0.976, -2.364, 2.332], [2.586, -1.661, -1.401], [1.094, -0.889, -1.988], [-0.479, -4.553, -3.005], [-2.850, -5.057, -2.466], [-3.935, -3.924, -0.556], [-2.664, -2.365, 0.841]],
  "forces_ev_per_a": [[-0.07, -0.34, 0.12], [0.22, 0.20, 0.25], [-0.08, 0.15, -0.03], [-0.03, -0.18, 0.11], [-0.08, 0.20, -0.18], [0.21, -0.23, -0.11], [-0.13, -0.10, -0.08], [-0.11, -0.05, 0.33], [-0.19, 0.16, -0.24], [0.26, 0.41, -0.09], [0.42, -0.37, 0.13], [-0.43, -0.12, 0.08], [-0.11, 0.13, 0.23], [0.00, -0.09, 0.19], [0.23, -0.09, -0.22], [0.16, 0.08, -0.03], [0.20, 0.39, -0.10], [-0.16, -0.30, 0.19], [-0.30, 0.02, -0.03], [0.19, 0.16, 0.11], [-0.02, 0.01, -0.01], [0.00, -0.07, 0.00], [0.06, 0.00, -0.05], [0.01, -0.25, -0.43], [-0.08, 0.08, -0.04], [0.03, 0.07, -0.12], [0.04, 0.12, 0.03], [0.06, 0.00, -0.06], [0.02, 0.01, 0.07], [0.02, -0.01, 0.09], [0.03, 0.07, -0.04], [0.06, 0.05, -0.05], [0.02, -0.03, -0.05], [-0.01, -0.05, -0.04], [-0.03, 0.09, 0.00], [-0.03, -0.06, -0.02], [0.00, 0.04, 0.02], [0.00, -0.04, -0.06], [0.11, 0.09, 0.05], [-0.11, 0.00, -0.03], [-0.03, -0.18, 0.02], [-0.14, -0.07, -0.07], [0.02, 0.15, -0.05], [-0.19, 0.08, 0.11], [0.05, -0.09, 0.10], [0.07, -0.04, -0.11], [-0.05, -0.06, -0.06], [-0.09, -0.01, 0.03], [-0.02, 0.09, 0.14]]
}

---

[2]
{
  "formula": "C25H28F3N6O2OsS2",
  "method": "ωB97M-V with the def2-TZVPD basis set",
  "homo_energy_ev": [-9.114, -10.978],
  "relative_energy_kj_mol": 0.0,
  "largest_force_ha_per_bohr": 0.066,
  "lumo_energy_ev": [-3.0, -5.9],
  "charge": 1,
  "multiplicity": 5,
  "symbols": ["Os", "C", "S", "C", "S", "N", "N", "C", "C", "C", "C", "C", "C", "N", "H", "H", "H", "H", "H", "H", "H", "H", "F", "C", "F", "F", "C", "O", "O", "C", "N", "C", "C", "N", "N", "C", "C", "H", "H", "H", "H", "H", "H", "H", "H", "H", "H", "H", "H", "H", "C", "C", "C", "C", "C", "C", "C", "C", "C", "C", "H", "H", "H", "H", "H", "H", "H"],
  "coordinates": [[4.006, -16.452, -0.821], [-0.174, -19.164, -2.681], [1.155, -20.194, -2.011], [2.325, -18.983, -1.560], [2.016, -17.286, -1.726], [3.398, -19.450, -0.982], [4.238, -18.421, -0.490], [5.411, -18.723, 0.019], [6.174, -17.727, 0.568], [7.311, -17.880, 1.367], [7.868, -16.884, 2.056], [7.159, -15.600, 2.052], [6.097, -15.475, 1.219], [5.662, -16.447, 0.392], [-0.876, -19.970, -2.866], [0.033, -18.675, -3.668], [-0.555, -18.517, -1.901], [5.793, -19.742, -0.047], [7.833, -18.840, 1.444], [8.744, -16.962, 2.639], [7.569, -14.755, 2.577], [5.526, -14.604, 1.221], [3.816, -11.637, -2.854], [3.580, -12.330, -1.798], [2.401, -11.954, -1.275], [4.469, -11.995, -0.835], [3.595, -13.804, -2.193], [3.398, -14.142, -3.323], [3.722, -14.453, -1.083], [3.128, -18.231, 2.551], [3.554, -16.929, 2.937], [4.387, -16.905, 4.125], [3.132, -15.803, 2.278], [2.895, -15.878, 0.961], [2.954, -14.661, 2.970], [2.855, -13.349, 2.376], [2.387, -14.723, 4.342], [2.461, -18.629, 3.339], [4.001, -18.866, 2.490], [2.558, -18.352, 1.631], [5.295, -17.432, 3.880], [3.915, -17.442, 4.987], [4.518, -15.849, 4.456], [2.198, -15.194, 0.630], [1.785, -13.065, 2.142], [3.453, -13.322, 1.461], [3.323, -12.660, 3.033], [2.356, -15.769, 4.719], [1.366, -14.342, 4.384], [3.011, -14.125, 5.012], [8.336, -13.926, -3.588], [7.560, -13.578, -2.493], [6.572, -14.488, -2.082], [6.252, -15.678, -2.793], [5.254, -16.636, -2.463], [5.113, -17.824, -3.205], [6.036, -18.174, -4.230], [6.993, -17.231, -4.593], [7.109, -15.973, -3.927], [8.172, -15.167, -4.260], [9.093, -13.289, -3.927], [7.735, -12.704, -1.811], [6.037, -14.292, -1.144], [4.319, -18.514, -2.961], [5.923, -19.113, -4.750], [7.706, -17.510, -5.344], [8.794, -15.467, -5.105]],
  "forces_ev_per_a": [[-0.61, 0.54, -0.32], [0.20, -0.65, -0.76], [0.16, 0.57, -0.35], [1.07, -0.60, 1.03], [0.06, 0.47, -0.34], [0.56, 1.24, 0.23], [-1.86, -0.55, -1.09], [1.21, -2.11, 0.06], [-0.31, 1.24, -0.09], [1.46, -2.01, 0.02], [-1.64, 2.96, 0.06], [1.32, -1.45, -0.35], [0.43, -0.56, 0.02], [0.07, -0.70, 0.68], [-0.59, 0.19, -0.13], [0.06, -0.28, 1.13], [-0.11, 0.26, -0.18], [-0.35, 0.08, 0.25], [-0.56, 0.03, -0.29], [0.81, -0.39, 0.46], [-0.25, 0.14, 0.27], [-0.76, 1.58, -0.30], [0.43, 1.62, -1.46], [-0.25, 0.36, 0.89], [-0.54, -0.30, -0.17], [0.54, -0.34, -0.17], [-0.58, 0.75, 0.41], [0.21, -0.57, 0.10], [0.15, -1.77, 0.34], [-0.75, -1.39, 0.35], [-0.41, 1.79, -0.54], [-0.78, 0.66, 0.85], [-0.10, -0.88, -0.96], [-0.34, 0.40, 0.25], [-0.73, -0.48, 1.54], [-0.74, -0.48, -1.54], [0.39, -0.69, 0.08], [0.36, -0.03, -0.10], [0.18, -0.42, -0.07], [0.27, 0.70, -0.11], [0.63, 0.12, 0.13], [0.13, 0.30, -0.71], [0.49, -0.99, -0.40], [0.62, -0.18, 0.56], [1.13, -0.15, 0.31], [-0.31, -0.04, -0.09], [0.06, 0.83, 0.77], [0.01, 0.85, -0.36], [0.03, 0.14, -0.30], [-0.11, -0.06, 0.02], [-0.43, -1.28, -0.23], [-0.40, -0.59, 0.97], [-0.61, -0.50, 0.36], [1.69, 0.58, -1.05], [-1.35, 0.66, 1.56], [1.34, -0.55, -1.50], [-1.14, 1.16, 0.97], [-0.55, -0.56, 0.57], [-0.62, -1.09, 0.89], [-0.07, 1.80, 0.11], [1.09, 0.90, -0.34], [-0.04, -0.77, -1.22], [0.25, 0.06, -0.59], [0.07, -0.02, -0.09], [0.15, -0.06, -0.02], [0.27, 0.18, -0.38], [0.00, 0.33, 0.36]]
}